Entry 1:
Density functional theory data (wB97M-V/def2-TZVPD) for a gas-phase ion, C12H21BrN (charge +1).

Values from the calculation:
Kohn-Sham gap (spin up / spin down)	6.5 / 7.2	eV
LUMO (spin up / spin down)	-3.113 / -6.239	eV
E	-84304.9774	eV
HOMO level (spin up / spin down)	-9.6 / -13.4	eV
strongest force on any atom	9.67	eV/Å

ORCA input file:
```
! RIJCOSX wB97M-V def2-TZVPD def2/J DEFGRID3
* xyz 1 3
C 1.132 -0.190 1.913
C 1.699 0.623 0.941
C -0.084 -0.752 1.855
C 1.108 0.807 -0.186
C -0.146 0.140 -0.575
C -1.124 -0.423 0.867
C 1.419 3.167 -0.893
C 3.213 1.452 -1.487
C -2.934 -1.842 1.879
C -2.727 -1.632 -0.631
C 1.658 1.680 -1.316
C -1.939 -1.674 0.691
N 0.345 -1.188 -1.169
Br -2.110 1.258 1.231
H 1.687 -0.610 2.802
H 2.577 1.071 1.150
H -0.470 -1.367 2.628
H -0.949 0.638 -1.145
H 1.775 3.234 0.143
H 0.311 3.376 -0.932
H 2.010 3.760 -1.545
H 3.516 1.930 -2.379
H 3.292 0.369 -1.395
H 3.867 1.956 -0.691
H -2.482 -2.084 2.783
H -3.658 -2.618 1.780
H -3.463 -0.901 1.902
H -2.249 -0.899 -1.352
H -3.769 -1.269 -0.417
H -2.582 -2.586 -1.054
H 1.187 1.650 -2.334
H -1.246 -2.572 0.761
H 1.253 -1.004 -1.706
H -0.461 -1.620 -1.733
H 0.346 -1.881 -0.387
*
```

These are the Mulliken partial charges, in e, on atoms 1 to 5: number 1, C, carries -1.03; number 2, C, carries 0.22; number 3, C, carries -0.70; number 4, C, carries -0.92; number 5, C, carries -0.66

=====

Entry 2:
Density functional theory data (wB97M-V/def2-TZVPD) for 2 unconnected molecules or ions with the total composition C15H11F3N3O2S.

Values from the calculation:
Kohn-Sham gap	6.6	eV
energy above the lowest of the compared OMol25 structures with the same formula, charge and spin	0.00	kcal per mole
LUMO	2.580	eV
E	-43286.9042	eV
HOMO level	-4.0	eV
strongest force on any atom	4.69	eV/Å

ORCA input file:
```
! RIJCOSX wB97M-V def2-TZVPD def2/J DEFGRID3
* xyz -1 1
F 0.392 0.424 2.502
C 1.045 -0.094 1.401
F 2.361 0.186 1.561
F 0.895 -1.435 1.400
S 0.347 0.846 -0.058
N 2.497 -0.371 -1.042
C 2.372 -1.238 -2.107
O 1.390 -1.685 -2.628
C 3.839 -1.583 -2.465
C 4.676 -0.422 -1.860
C 3.627 0.419 -1.103
O 3.814 1.540 -0.618
H 4.090 -2.503 -1.926
H 3.953 -1.678 -3.514
H 5.374 -0.813 -1.137
H 5.143 0.169 -2.609
C -1.417 0.380 -1.929
C -1.032 -0.105 -0.540
C -0.815 -1.575 -0.555
N -0.762 -2.740 -0.644
C -1.966 0.316 0.599
C -2.408 1.630 0.622
C -3.242 2.053 1.649
C -3.607 1.149 2.664
C -4.459 1.581 3.732
N -5.160 1.931 4.611
C -3.137 -0.165 2.631
C -2.307 -0.585 1.587
H -1.350 1.466 -2.013
H -0.735 -0.083 -2.648
H -2.423 0.039 -2.081
H -2.074 2.325 -0.154
H -3.613 3.080 1.675
H -3.404 -0.864 3.423
H -1.904 -1.597 1.573
*
```

These are the Mulliken partial charges, in e, on atoms 1 to 5: number 1, F, carries -0.26; number 2, C, carries 0.83; number 3, F, carries -0.21; number 4, F, carries -0.22; number 5, S, carries -0.05

=====

Entry 3:
Density functional theory data (wB97M-V/def2-TZVPD) for a molecular structure, C27H28IN3O2SiTl.

Values from the calculation:
Kohn-Sham gap	3.8	eV
energy above the lowest of the compared OMol25 structures with the same formula, charge and spin	56.64	kcal per mole
LUMO	2.087	eV
E	-57691.0110	eV
HOMO level	-1.7	eV
strongest force on any atom	0.86	eV/Å

ORCA input file:
```
! RIJCOSX wB97M-V def2-TZVPD def2/J DEFGRID3
* xyz -1 1
Tl 1.422 -0.748 -0.430
C -2.445 -1.225 3.879
C -2.679 -1.712 2.448
N -3.756 -2.543 2.497
C -4.015 -3.253 1.388
C -3.314 -3.182 0.219
C -3.557 -4.280 -0.764
O -2.425 -5.165 -0.846
C -2.231 -2.190 0.053
C -1.661 -2.082 -1.204
N -0.456 -1.554 -1.768
C -0.123 -2.071 -2.991
C -0.582 -3.335 -3.503
C -0.286 -3.808 -4.766
C 0.529 -3.102 -5.648
C 1.065 -1.911 -5.192
C 0.732 -1.428 -3.939
I 1.611 0.398 -3.425
C -1.961 -1.467 1.279
O -0.931 -0.494 1.121
H -1.976 -2.040 4.437
H -3.431 -1.077 4.313
H -1.862 -0.330 4.047
H -4.832 -3.970 1.480
H -3.823 -3.923 -1.768
H -4.384 -4.896 -0.412
H -1.653 -4.581 -0.802
H -2.272 -2.555 -1.951
H -1.154 -3.978 -2.861
H -0.691 -4.770 -5.064
H 0.753 -3.469 -6.642
H 1.742 -1.343 -5.820
C 0.623 -0.078 3.391
Si -0.478 0.744 2.107
C -2.039 1.684 2.577
C 0.607 2.203 1.528
C 0.045 3.325 0.902
C 0.696 4.550 0.859
C 1.952 4.692 1.432
C 2.562 3.587 2.003
C 1.896 2.366 2.050
H 0.865 0.566 4.245
H 1.560 -0.366 2.901
H 0.169 -0.994 3.764
H -1.939 2.190 3.545
H -2.906 1.024 2.616
H -2.243 2.451 1.829
H -0.930 3.244 0.436
H 0.215 5.396 0.383
H 2.453 5.653 1.426
H 3.554 3.674 2.431
H 2.396 1.528 2.519
C 4.304 4.086 -1.144
C 2.972 4.100 -1.523
C 2.191 2.986 -1.256
N 2.656 1.892 -0.658
C 3.931 1.893 -0.292
C 4.794 2.957 -0.513
H 4.945 4.936 -1.340
H 2.542 4.957 -2.025
H 1.144 2.957 -1.546
H 4.279 0.987 0.197
H 5.830 2.892 -0.206
*
```

These are the Mulliken partial charges, in e, on atoms 1 to 5: number 1, Tl, carries 0.73; number 2, C, carries -1.43; number 3, C, carries 0.69; number 4, N, carries -0.75; number 5, C, carries -0.87

=====

Entry 4:
Density functional theory data (wB97M-V/def2-TZVPD) for a single CH5ClNOPS molecule.

Values from the calculation:
Kohn-Sham gap	9.6	eV
energy above the lowest of the compared OMol25 structures with the same formula, charge and spin	0.00	kcal per mole
LUMO	0.503	eV
SMILES string	CN[P@](O)(=S)Cl
E	-37304.2696	eV
HOMO level	-9.1	eV
strongest force on any atom	3.37	eV/Å

ORCA input file:
```
! RIJCOSX wB97M-V def2-TZVPD def2/J DEFGRID3
* xyz 0 1
C -0.156 -0.532 -0.379
N 0.306 0.029 0.879
P 1.586 1.338 0.669
O 0.900 2.373 -0.318
S 3.364 0.788 0.138
Cl 1.397 2.196 2.472
H -0.171 0.251 -1.138
H 0.463 -1.353 -0.748
H -1.181 -0.893 -0.237
H 0.674 -0.673 1.506
H 0.132 2.813 0.053
*
```

These are the Mulliken partial charges, in e, on atoms 1 to 5: number 1, C, carries -0.73; number 2, N, carries -0.40; number 3, P, carries 0.66; number 4, O, carries -0.46; number 5, S, carries -0.34